# 1
A 6-piece molecular cluster, C12H36O6 overall, computed with ωB97M-V/def2-TZVPD.

XYZ file:
```
54
Properties=species:S:1:pos:R:3:forces:R:3:mulliken_charge:R:1
C 2.63604 5.27081 3.29867 0.9 -1.0 -0.1 -1.0611
C 3.95146 5.85657 3.97134 -2.4 0.9 0.7 -0.2104
O 4.73099 6.71321 3.15205 -0.1 -0.6 -0.5 -0.5141
H 2.80488 4.39225 2.67598 0.5 0.1 -0.3 0.2856
H 1.98192 5.91194 2.70775 0.7 0.7 0.1 0.3114
H 1.94225 4.83341 4.01660 0.3 0.3 0.7 0.3337
H 4.54319 5.17392 4.58122 0.1 -0.8 -0.8 0.3208
H 3.53855 6.48086 4.76373 -0.2 0.4 0.2 0.2250
H 5.56494 6.85168 3.60698 0.1 0.1 -0.1 0.3091
C -2.91728 -1.66207 -1.54079 -1.2 -0.5 0.6 -0.9858
C -1.51833 -1.30530 -1.28857 1.6 0.3 0.8 -0.1825
O -1.38768 -0.01388 -0.71414 0.0 0.6 0.0 -0.4994
H -3.40937 -1.83184 -0.58312 0.0 0.0 0.2 0.2608
H -2.90511 -2.63545 -2.03117 -0.5 0.2 -0.5 0.3071
H -3.50805 -0.86072 -1.98456 0.2 -0.3 -0.7 0.2947
H -0.85717 -1.41291 -2.14844 -0.1 0.1 -0.3 0.3378
H -1.12123 -1.97754 -0.52797 0.1 -0.3 -0.1 0.1826
H -0.90096 0.55287 -1.31704 -0.1 0.1 0.0 0.2825
C -1.96544 3.44568 -4.66600 -0.2 0.6 0.3 -0.9440
C -0.84803 4.39164 -4.22643 0.2 0.4 -0.6 -0.1937
O -0.06946 3.75972 -3.26264 0.7 -1.5 1.1 -0.5226
H -2.29944 3.61733 -5.68926 0.1 0.2 0.0 0.3185
H -2.82578 3.61802 -4.01929 -0.1 -0.4 0.0 0.2465
H -1.64188 2.40630 -4.61034 0.1 0.1 0.2 0.2757
H -1.18243 5.31743 -3.75825 -0.6 0.2 -0.5 0.2712
H -0.20555 4.64050 -5.07106 -0.1 0.2 -0.3 0.2658
H 0.61714 4.32909 -2.90766 -0.1 0.2 -0.2 0.2859
C 1.31644 -5.11524 -4.43533 -0.8 0.0 -0.1 -0.9593
C 1.67166 -4.47116 -5.78506 -0.1 -3.4 0.3 -0.2189
O 2.20053 -3.24205 -5.63415 0.6 2.9 0.2 -0.5114
H 0.26122 -5.07703 -4.16485 -0.1 0.6 -0.1 0.2375
H 1.89166 -4.63157 -3.64585 0.1 -0.1 -0.1 0.2862
H 1.50073 -6.18938 -4.41642 0.4 0.0 -0.2 0.3178
H 0.88939 -4.44667 -6.54372 -0.5 -0.4 0.2 0.3088
H 2.47519 -5.10010 -6.16830 0.0 -0.5 -0.5 0.2256
H 2.28615 -2.95431 -6.54599 0.4 0.8 0.2 0.3139
C -4.17207 2.29035 4.04849 1.1 1.2 0.8 -0.8908
C -4.05208 3.47332 3.10432 -1.1 -0.8 0.6 -0.3137
O -4.42795 2.95346 1.88032 -0.1 0.2 -2.1 -0.4952
H -3.74287 2.74201 4.94286 -0.2 -0.9 0.9 0.2897
H -3.55643 1.45795 3.70759 0.1 0.0 0.1 0.3385
H -5.20168 1.94755 4.15083 0.1 0.3 0.1 0.2411
H -3.06294 3.92334 3.01974 0.2 0.1 0.5 0.2602
H -4.78972 4.21395 3.41326 0.2 0.3 -0.2 0.2759
H -3.71014 2.33636 1.72047 -0.2 -0.3 -0.8 0.2931
C 2.24832 -6.30727 2.99033 -0.2 -0.7 -0.5 -0.8784
C 2.43848 -6.65933 4.45098 -0.2 -1.2 -0.1 -0.2549
O 1.74182 -7.90178 4.81670 0.3 1.3 -0.2 -0.5125
H 1.23729 -6.50286 2.63300 -0.4 0.4 0.5 0.2817
H 2.78652 -6.99743 2.34062 0.6 0.2 0.1 0.2560
H 2.50970 -5.26717 2.79553 0.1 -0.1 -0.1 0.3072
H 2.13405 -5.80063 5.04936 -0.1 -0.2 0.4 0.2908
H 3.47868 -6.90948 4.65956 0.1 0.4 0.0 0.2164
H 0.89987 -7.62831 5.18810 -0.2 -0.2 0.0 0.2937
```
Forces are in eV/Å.

Output
Total charge   0
SMILES string   CCO.CCO.CCO.CCO.CCO.CCO
Multiplicity   1
Frontier orbital gap   10.36 eV
Calculated total energy   -25309.040 eV

# 2
C21H28N4O6S in the gas phase, computed with ωB97M-V/def2-TZVPD.

XYZ file:
```
60
Properties=species:S:1:pos:R:3:forces:R:3:mulliken_charge:R:1
C 1.22350 -4.26623 -0.92409 0.3 0.0 0.1 -0.8012
H 0.85377 -3.31872 -0.53920 -0.1 0.0 0.0 0.0833
H 0.89109 -4.37543 -1.95312 -0.1 0.0 -0.1 0.3979
C 2.75115 -4.31924 -0.87987 -0.3 0.0 -0.5 -0.7471
N 3.33719 -4.05377 0.41260 0.6 0.9 0.2 0.1713
S 3.81550 -2.49030 0.70887 -0.1 -0.1 0.0 1.2324
O 4.42905 -1.99627 -0.48921 -0.3 0.0 -0.1 -0.7239
O 4.57710 -2.50313 1.92415 -0.3 -0.1 0.1 -0.7525
C 2.31801 -1.55884 0.99683 0.7 -0.4 -0.2 -0.1937
C 1.72881 -0.88169 -0.04228 0.0 0.1 0.1 -0.5814
C 0.51825 -0.20342 0.11730 0.3 -0.1 0.1 1.3338
C -0.07551 -0.12433 1.40986 0.1 -0.1 -0.1 0.2554
N -1.11366 0.67600 1.72795 -0.1 -0.1 0.1 0.1990
C -1.47868 0.96265 3.10716 -0.1 0.0 0.4 -0.8393
C -2.19313 2.30979 3.04250 -0.1 -0.1 -0.1 -0.8886
H -2.89999 2.44020 3.85869 0.0 0.0 0.1 0.3977
C -2.85979 2.26612 1.67419 0.2 0.0 0.1 -0.5631
H -3.08919 3.25509 1.28610 0.0 0.0 -0.1 0.2516
C -1.81814 1.55564 0.81651 -0.4 0.2 -0.5 -0.7568
H -2.28167 0.99361 0.00342 0.1 0.2 0.2 0.3458
H -1.12055 2.28506 0.38551 0.0 0.0 0.0 0.3770
H -3.77784 1.67956 1.71788 0.0 0.0 0.0 0.3129
H -1.46539 3.12077 3.07437 0.0 0.0 0.0 0.3227
H -0.59253 1.01254 3.74314 0.0 -0.1 0.0 0.5193
H -2.14943 0.18405 3.49108 0.1 0.0 0.1 0.3124
C 0.52736 -0.90036 2.43181 0.0 -0.1 0.1 -1.2577
C 1.69010 -1.60071 2.23330 0.0 0.1 0.0 -0.8770
H 2.13903 -2.17011 3.03116 0.0 0.0 0.2 0.4899
H 0.04919 -0.96274 3.39459 0.0 0.1 0.1 0.4901
C -0.09739 0.23338 -1.14607 -0.5 -0.2 -0.2 0.3543
O -1.24072 0.04079 -1.48880 0.4 0.0 -0.1 -0.6379
O 0.80912 0.81253 -1.97250 0.3 0.2 0.1 -0.4403
C 0.35240 1.09821 -3.28383 -0.3 -0.2 -0.5 -0.5637
C -0.70276 2.20591 -3.33770 0.3 -0.3 0.2 0.6770
O -1.46669 2.32747 -4.26083 -0.1 0.0 -0.2 -0.6495
N -0.64939 3.03352 -2.25639 0.4 0.2 0.5 -0.1205
C -1.58367 3.98973 -1.92903 -0.7 0.7 0.3 0.4191
N -1.56268 4.54689 -0.73918 1.0 -0.8 -0.1 -0.5748
O -2.59789 5.42553 -0.70274 -0.7 0.5 -0.2 -0.1672
C -3.25241 5.39808 -1.87720 0.3 -0.5 -0.5 0.1717
C -2.65300 4.49812 -2.70961 -0.2 0.3 0.4 -0.0791
H -2.90786 4.21725 -3.70734 -0.1 0.0 -0.2 0.4942
C -4.42526 6.28653 -2.05231 0.1 0.0 0.2 -1.2232
H -5.18423 6.05692 -1.30618 -0.1 0.0 0.0 0.3097
H -4.13021 7.32624 -1.92066 0.0 0.1 0.0 0.3100
H -4.84178 6.15125 -3.04520 0.0 0.0 0.0 0.3211
H 0.05833 2.86359 -1.55310 -0.1 -0.1 -0.1 0.3517
H 1.23503 1.40732 -3.84855 -0.1 0.0 0.1 0.3923
H -0.08503 0.20647 -3.74466 0.0 0.2 0.0 0.3275
H 2.20948 -0.90126 -1.00739 0.0 0.1 -0.1 0.6508
C 2.93126 -4.83549 1.55672 0.0 -0.2 0.5 -0.2195
C 3.29693 -6.30852 1.40526 -0.1 0.3 0.0 -1.4836
H 4.34998 -6.40255 1.15633 0.1 -0.1 0.0 0.3412
H 3.10858 -6.82760 2.34138 0.0 -0.1 0.1 0.4334
H 2.70748 -6.78141 0.62391 0.0 -0.1 -0.1 0.3163
H 3.47839 -4.41075 2.39946 -0.2 -0.2 0.1 0.3763
H 1.85297 -4.73358 1.74903 0.1 0.0 0.0 0.3154
H 3.17610 -3.56514 -1.54359 -0.1 -0.3 -0.2 0.3721
H 3.09280 -5.30189 -1.22104 0.1 0.1 0.0 0.4042
H 0.78850 -5.07332 -0.33939 -0.1 -0.1 0.0 0.3111
```
Forces are in eV/Å.

Output
Total charge   0
SMILES string   CCN(CC)S(=O)(=O)c1ccc(N2CCCC2)c(C(=O)OCC(=O)Nc2cc(C)on2)c1
Multiplicity   1
Frontier orbital gap   8.65 eV
Calculated total energy   -51311.383 eV

# 3
C44H42BrNO4TeTi as an isolated structure, computed with ωB97M-V/def2-TZVPD.

XYZ file:
```
94
Properties=species:S:1:pos:R:3:forces:R:3:lowdin_spin:R:1
Ti 0.34613 -0.30939 -1.56201 3.3 -0.5 0.8 0.8338
O 0.52285 -2.18931 -2.60334 -0.6 0.4 -0.6 0.0049
C -0.69200 -2.20802 -3.40872 -0.3 -0.2 -0.3 0.0041
C -1.32050 -0.84603 -2.99955 -0.9 -0.3 -1.3 0.0194
O -1.66823 -0.00088 -3.78659 -0.1 -0.2 0.1 0.0988
O -1.37606 -0.71161 -1.67679 -2.7 -0.5 0.3 -0.0015
C -0.38063 -2.26842 -4.89251 0.2 0.0 0.1 -0.0003
C -1.43118 -2.40808 -5.79436 0.0 0.0 0.0 0.0000
C -1.17552 -2.50179 -7.15075 -0.1 0.0 0.0 -0.0001
C 0.13064 -2.46084 -7.62044 0.1 0.0 0.0 0.0000
C 1.17809 -2.31810 -6.72673 0.0 0.0 -0.1 0.0000
C 0.92467 -2.22080 -5.36444 0.0 0.0 0.0 0.0000
C -1.55954 -3.38875 -3.00562 0.0 0.1 0.1 0.0016
C -1.01574 -4.66684 -3.11434 0.0 0.0 0.0 0.0004
C -1.76889 -5.77835 -2.77702 0.1 0.0 0.0 0.0001
C -3.07895 -5.62180 -2.34508 0.0 0.0 0.0 -0.0001
C -3.62954 -4.35378 -2.25575 -0.1 0.0 0.0 0.0000
C -2.87122 -3.23624 -2.57800 0.1 0.0 0.0 -0.0003
H 0.89503 -3.07380 -2.55637 0.3 -0.1 0.3 0.0003
H -2.45059 -2.45007 -5.43192 0.0 0.0 0.0 0.0001
H -1.99766 -2.61658 -7.84456 0.0 0.0 0.0 0.0000
H 0.32944 -2.54935 -8.68020 0.0 0.0 0.0 0.0000
H 2.19874 -2.28613 -7.08490 0.0 0.0 0.0 0.0000
H 1.75860 -2.12409 -4.68064 0.0 0.0 0.0 0.0000
H -0.01036 -4.80510 -3.50303 0.0 0.0 0.0 0.0000
H -1.33812 -6.76682 -2.86633 0.0 0.0 0.0 0.0000
H -3.67099 -6.49055 -2.08992 0.0 0.0 0.0 0.0000
H -4.65569 -4.23149 -1.93477 0.0 0.0 0.0 0.0000
H -3.31071 -2.24864 -2.50642 0.0 0.0 0.0 -0.0002
Br 2.41949 -1.08087 -0.43392 0.6 -0.5 0.1 0.0209
C 2.08704 2.19921 0.79080 -0.3 0.0 -0.1 -0.0001
C 3.31550 2.54109 1.26214 -0.1 -0.3 0.2 -0.0001
C 3.72906 3.89003 1.15444 0.1 0.2 0.1 0.0001
C 2.85228 4.86299 0.76344 0.1 0.0 0.1 -0.0001
C 1.59117 4.52095 0.21299 0.0 -0.3 0.0 -0.0001
C 0.64758 5.44758 -0.28849 -0.1 0.0 -0.1 -0.0006
C -0.44784 5.01350 -0.98745 0.0 0.2 0.1 0.0000
C -0.55181 3.66604 -1.38633 0.1 -0.3 0.1 -0.0009
C 0.34550 2.74806 -0.90817 0.0 0.3 -0.2 -0.0006
C 1.31005 3.14825 0.06347 0.0 0.0 -0.1 -0.0006
H 3.96675 1.83508 1.76203 -0.1 0.0 0.0 0.0000
H 4.72115 4.15547 1.49435 0.0 0.0 0.0 0.0000
H 3.13178 5.90729 0.83039 0.0 0.0 0.0 0.0000
H 0.81966 6.50702 -0.14505 0.0 0.0 0.0 0.0000
H -1.17523 5.72848 -1.34795 0.0 0.0 0.0 0.0000
H -1.26335 3.36427 -2.14510 0.0 0.0 0.0 -0.0001
C 1.99007 0.61994 -3.46638 0.1 0.2 0.3 0.0055
C 1.78903 1.69467 -2.40716 0.6 0.2 -0.5 0.0002
O 2.58143 2.60074 -2.30428 -0.1 0.0 0.0 -0.0015
N 0.63795 1.54539 -1.63821 0.0 1.5 0.0 -0.0123
Te 0.60760 0.72301 1.28045 0.3 0.2 1.6 0.0132
C -0.49223 2.00873 2.64824 -0.7 -0.1 -0.3 0.0051
C -0.07887 3.06193 3.47520 0.2 -0.2 0.0 0.0009
C 1.32751 3.42428 3.86204 0.0 0.1 -0.2 0.0001
C -1.05519 3.86497 4.06730 -0.1 -0.1 0.0 0.0003
C -2.40956 3.67841 3.87573 0.0 0.1 0.0 0.0001
C -3.42654 4.57479 4.52012 0.0 0.0 0.0 0.0000
C -2.80518 2.61077 3.07913 0.0 0.0 0.1 0.0000
C -1.88170 1.77870 2.47653 0.2 -0.2 -0.2 0.0004
C -2.40783 0.62381 1.65419 0.0 0.2 0.1 0.0011
C 0.92653 -0.97522 2.58447 0.1 0.0 0.1 0.0019
C 0.21278 -2.14693 2.30562 -0.1 0.2 -0.1 0.0003
C -0.71626 -2.36496 1.14164 0.2 -0.2 0.1 0.0007
C 0.36126 -3.22761 3.16989 0.0 0.0 0.1 0.0000
C 1.17580 -3.18439 4.28767 0.0 0.0 -0.1 0.0000
C 1.31085 -4.36816 5.19958 0.0 0.0 0.0 0.0000
C 1.88001 -2.01073 4.53248 0.0 0.0 0.0 0.0000
C 1.77554 -0.91192 3.69822 0.1 0.3 -0.2 0.0004
C 2.57844 0.32147 3.99508 -0.2 -0.2 0.1 0.0001
H 2.78884 -0.06026 -3.17430 0.0 -0.1 0.0 0.0012
H 2.32227 1.15077 -4.35626 -0.2 -0.1 -0.1 -0.0003
H 1.06026 0.09521 -3.72456 0.1 -0.1 -0.2 0.0020
H 2.06091 2.74883 3.46398 0.2 0.0 -0.1 0.0000
H 1.41978 3.42780 4.94951 0.0 0.0 0.0 0.0000
H 1.56103 4.42987 3.51272 0.0 0.0 0.0 0.0000
H -0.71770 4.66873 4.71255 0.0 0.0 0.0 0.0001
H -2.94787 5.39640 5.04919 0.0 0.0 0.0 0.0000
H -4.03134 4.01177 5.23267 0.0 0.0 0.0 0.0000
H -4.10219 4.98885 3.77089 0.0 0.0 0.0 0.0000
H -3.86267 2.42668 2.92579 0.0 0.0 0.0 0.0000
H -3.47516 0.49638 1.82488 0.0 0.0 0.0 0.0001
H -1.92098 -0.30996 1.94632 -0.1 0.0 0.0 0.0002
H -2.26677 0.78857 0.58197 0.0 -0.1 0.0 0.0003
H -0.86261 -1.48483 0.53271 -0.1 0.1 -0.2 0.0008
H -1.70120 -2.67289 1.49562 0.0 0.0 0.0 0.0000
H -0.33314 -3.16897 0.51087 0.0 0.0 -0.1 0.0000
H -0.18926 -4.13606 2.94957 0.0 0.0 0.0 0.0000
H 0.66729 -5.18566 4.88072 0.0 0.0 0.0 0.0000
H 1.04737 -4.09827 6.22282 0.0 0.0 0.0 0.0000
H 2.34179 -4.72502 5.21014 0.0 0.0 0.0 0.0000
H 2.54208 -1.95360 5.38929 0.0 0.0 0.0 0.0000
H 3.49163 0.08066 4.53643 0.0 0.0 0.0 0.0000
H 1.99518 1.01141 4.60642 0.1 0.0 0.0 0.0000
H 2.85016 0.80913 3.06201 0.1 0.1 0.1 0.0000
```
Forces are in eV/Å.

Output
Total charge   +1
Multiplicity   2
Frontier orbital gap (alpha / beta)   8.02 / 8.00 eV
Calculated total energy   -156436.090 eV

# 4
A 2-piece molecular cluster, C4H14OSSi2 overall, computed with ωB97M-V/def2-TZVPD.

XYZ file:
```
22
Properties=species:S:1:pos:R:3:forces:R:3:mulliken_charge:R:1
C 1.70688 -1.70582 -1.69389 -2.1 0.3 0.5 -0.8618
C 1.20617 -2.30372 1.22864 0.0 -0.3 2.5 -0.7192
C -1.74137 2.07283 1.78484 1.0 1.7 -1.5 -0.9443
C -1.24498 2.44561 -1.47370 -1.0 1.0 1.5 -0.9917
O -2.05710 -0.11018 0.04941 0.3 -0.1 -0.1 -0.2409
Si 1.91951 -1.05873 0.08007 1.2 -2.1 -1.8 0.4945
Si -1.65137 1.36441 0.02267 -0.4 1.0 0.2 0.5695
S -1.82106 -1.83505 -0.21039 -0.5 0.0 -0.4 -0.3033
H 0.93743 -1.00319 -2.09734 0.5 -0.7 -0.4 0.1792
H 2.60454 -1.68023 -2.27250 0.5 0.1 -0.4 0.3540
H 1.26233 -2.73594 -1.70728 0.3 1.0 0.0 0.2649
H 1.53866 -3.38643 1.10057 -0.1 1.5 0.4 0.2577
H 1.39984 -1.84635 2.28137 0.1 -1.3 -1.3 0.2277
H 0.08951 -2.29399 1.21149 0.9 0.1 -0.5 0.1591
H -1.15360 1.33668 2.26872 0.7 -0.7 0.9 0.2898
H -1.30161 3.10008 1.99637 -0.6 -1.3 -0.5 0.3395
H -2.73472 2.00891 2.17314 -0.7 0.0 0.1 0.3447
H -1.98264 3.29695 -1.46645 0.4 -0.7 0.4 0.3618
H -0.30082 2.94108 -1.14580 -0.3 -0.5 -0.9 0.3097
H -1.36477 2.05254 -2.47980 0.8 -0.4 0.2 0.3494
H 3.41792 -0.83504 -0.04863 -0.4 0.1 1.0 -0.2120
H 1.27125 0.17559 0.39848 -0.6 1.3 0.0 -0.2281
```
Forces are in eV/Å.

Output
Total charge   0
Multiplicity   1
Frontier orbital gap   6.65 eV
Calculated total energy   -33010.667 eV